Density functional theory data (ωB97M-V/def2-TZVPD) for a structure of composition C31H43N6PdS3SbSe.

ΔE to the lowest compared entry with this formula, charge and spin, eV: 0.0000
Orbital gap, eV: 6.52
DFT total energy, eV: -149655.5356
E_HOMO, eV: -7.13
F_max, eV/A: 0.5

Structure (ORCA input):
```
! wB97M-V def2-TZVPD RIJCOSX def2/J DEFGRID3
* xyz 0 1
Pd -0.928 -0.091 0.959
S -0.334 -0.503 3.125
C -1.766 -1.446 3.332
S -2.506 -1.770 1.815
C -2.263 -1.810 4.565
C -1.621 -1.366 5.753
N -1.125 -0.970 6.716
C -3.503 -2.498 4.670
N -4.510 -3.055 4.737
C 2.280 1.895 2.155
C 3.023 0.660 1.634
C 3.320 -0.281 2.803
C 4.355 1.095 1.032
Sb 1.628 -0.277 0.208
C 2.038 0.692 -1.742
C 1.205 -0.018 -2.811
C 1.532 2.127 -1.587
C 3.488 0.728 -2.228
C 2.205 -2.383 0.050
C 1.291 -3.074 -0.962
C 1.923 -3.035 1.406
C 3.668 -2.560 -0.338
H 2.885 2.375 2.932
H 1.310 1.646 2.588
H 2.109 2.633 1.368
H 3.842 0.292 3.576
H 3.984 -1.093 2.504
H 2.426 -0.709 3.254
H 4.963 1.539 1.829
H 4.242 1.849 0.257
H 4.918 0.255 0.619
H 0.166 -0.166 -2.515
H 1.631 -0.985 -3.078
H 1.205 0.593 -3.721
H 0.499 2.163 -1.234
H 1.581 2.635 -2.557
H 2.141 2.699 -0.885
H 3.974 -0.246 -2.202
H 4.097 1.430 -1.666
H 3.493 1.067 -3.271
H 0.253 -3.029 -0.630
H 1.568 -4.132 -1.015
H 1.354 -2.665 -1.968
H 0.890 -2.867 1.724
H 2.580 -2.680 2.196
H 2.072 -4.116 1.313
H 3.901 -2.101 -1.299
H 3.896 -3.629 -0.422
H 4.338 -2.139 0.414
S -3.154 -0.152 -5.321
C -2.693 -0.099 -3.598
C -2.516 1.110 -2.943
C -2.060 1.104 -1.637
N -1.782 -0.022 -0.977
C -2.029 -1.189 -1.584
C -2.477 -1.272 -2.887
C -1.527 0.206 -5.972
C -0.560 -0.785 -6.044
C 0.694 -0.448 -6.534
N 1.019 0.772 -6.951
C 0.077 1.709 -6.891
C -1.205 1.481 -6.412
H -2.710 2.049 -3.442
H -1.909 2.027 -1.093
H -1.844 -2.077 -0.997
H -2.640 -2.238 -3.343
H -0.775 -1.795 -5.722
H 1.474 -1.200 -6.596
H 0.360 2.696 -7.241
H -1.935 2.279 -6.384
C -4.968 0.727 1.841
N -4.240 1.042 3.056
C -4.669 0.743 4.332
C -3.740 1.223 5.183
N -2.753 1.808 4.418
C -1.563 2.459 4.939
C -3.068 1.704 3.112
Se -2.070 2.354 1.687
H -5.514 -0.200 1.996
H -4.252 0.594 1.035
H -5.653 1.538 1.594
H -5.566 0.178 4.513
H -3.666 1.164 6.254
H -1.451 2.171 5.981
H -1.659 3.540 4.847
H -0.698 2.122 4.376
*
```

Density functional theory data (ωB97M-V/def2-TZVPD) for a structure of composition C31H44AsCuN2O2S4Sb.

ΔE to the lowest compared entry with this formula, charge and spin, eV: 0.9386
Orbital gap, eV: 6.47
DFT total energy, eV: -195291.3889
E_HOMO, eV: -3.99
F_max, eV/A: 0.5

Structure (ORCA input):
```
! wB97M-V def2-TZVPD RIJCOSX def2/J DEFGRID3
* xyz -1 1
Cu 0.061 0.928 -0.435
O -0.961 1.549 1.224
N -2.175 2.023 1.020
C -2.676 2.853 1.963
C -3.939 3.369 1.882
C -4.721 3.035 0.770
C -4.200 2.207 -0.191
C -2.903 1.649 -0.091
S -2.251 0.565 -1.230
H -1.991 3.055 2.774
H -4.301 4.020 2.665
H -5.727 3.425 0.670
H -4.769 1.931 -1.067
C 0.809 -3.874 -1.455
As 1.195 -1.926 -1.585
C 1.312 -1.902 -3.546
C 3.127 -2.110 -1.295
H 1.294 -4.442 -2.254
H -0.268 -4.042 -1.499
H 1.172 -4.248 -0.493
H 1.985 -2.684 -3.904
H 1.687 -0.926 -3.859
H 0.324 -2.051 -3.986
H 3.516 -2.967 -1.850
H 3.338 -2.241 -0.232
H 3.617 -1.198 -1.640
N 2.601 1.163 1.146
C 1.732 0.416 0.872
H 3.057 2.043 1.003
C -4.061 -1.303 1.828
C -3.021 -2.424 1.780
C -3.083 -3.173 0.448
Sb -1.004 -1.603 1.990
C -1.352 -0.689 3.950
C -0.024 -0.151 4.490
C -2.098 -1.513 4.994
C -0.092 -3.552 2.491
C 1.407 -3.346 2.739
C -0.713 -4.419 3.584
H -5.080 -1.710 1.817
H -3.956 -0.650 0.955
H -3.961 -0.683 2.723
H -3.205 -3.125 2.598
H -2.881 -2.489 -0.382
H -4.074 -3.617 0.286
H -2.348 -3.982 0.402
H -1.971 0.172 3.673
H 0.647 -0.969 4.771
H -0.180 0.464 5.386
H 0.489 0.460 3.743
H -1.467 -2.309 5.393
H -3.003 -1.973 4.588
H -2.398 -0.881 5.840
H -0.201 -4.073 1.533
H 1.581 -2.842 3.695
H 1.865 -2.731 1.958
H 1.941 -4.305 2.775
H -0.501 -4.011 4.574
H -0.295 -5.434 3.556
H -1.797 -4.508 3.482
O 1.479 1.007 -1.770
C 1.818 2.098 -2.523
C 1.933 3.381 -1.678
C 2.952 4.284 -1.595
C 2.643 5.409 -0.767
C 1.387 5.336 -0.252
S 0.576 3.912 -0.756
C 3.197 1.808 -3.144
C 4.258 1.301 -2.457
C 5.402 1.061 -3.270
C 5.185 1.387 -4.574
S 3.597 1.983 -4.810
C 0.777 2.368 -3.623
C -0.293 1.585 -3.911
C -1.112 2.109 -4.956
C -0.643 3.288 -5.444
S 0.784 3.779 -4.627
H 3.900 4.145 -2.100
H 3.324 6.230 -0.582
H 0.889 6.029 0.411
H 4.203 1.085 -1.398
H 6.333 0.650 -2.902
H 5.861 1.303 -5.412
H -0.488 0.673 -3.365
H -2.013 1.626 -5.311
H -1.055 3.910 -6.224
*
```